Formula: C3H10S2
Source: the Open Molecules 2025 dataset
Level of theory: ωB97M-V with the def2-TZVPD basis set

Last column: Löwdin charge in e.
Element x y z (Å)
C -1.26197 -2.14523 0.87526  -0.143
C 0.34848 -2.21525 0.74330  -0.135
H -1.88885 -2.86173 0.23909  0.083
H -1.63637 -2.26615 1.85193  0.020
H -1.55974 -1.09759 0.67894  0.043
H 0.92998 -1.29405 0.80384  0.045
H 0.72354 -2.83960 0.00185  0.016
H 0.63526 -2.91224 1.61037  0.077
C 0.04162 2.08993 -0.17598  -0.441
S 0.47676 1.73269 -2.02515  0.359
S 2.04706 3.30969 -1.97395  0.322
H -1.00409 2.25233 -0.12283  -0.008
H 0.32438 1.29320 0.51545  0.014
H 0.40231 3.13912 -0.01366  -0.001
H 1.42164 3.81489 -3.00846  -0.251

Results
F_max: 4.23 eV/A
SMILES string: CSS.CC
Spin multiplicity: 1
LUMO level: -0.0987 eV
Electronic energy: -916.60763 Ha
HOMO level: -8.84 eV



Formula: C3H10S2
Source: the Open Molecules 2025 dataset
Level of theory: ωB97M-V with the def2-TZVPD basis set

Last column: Mulliken spin population.
Element x y z (Å)
C -1.95746 0.71903 2.48923  -0.003
C -0.95639 1.44994 1.58667  0.014
H -2.92723 0.64521 2.00383  0.001
H -1.64135 -0.31258 2.66604  0.001
H -2.04078 1.17549 3.47165  0.000
H 0.09951 1.30503 1.82347  -0.002
H -1.07240 2.52833 1.72311  -0.001
H -1.23843 1.21677 0.55965  0.001
C 1.34767 -1.52613 0.37885  -0.007
S 1.43074 -0.19191 -0.83115  0.597
S -0.46932 -0.08544 -1.50688  0.346
H 1.42413 -2.51927 -0.04641  0.021
H 2.10103 -1.27830 1.09271  0.009
H 0.41453 -1.41119 0.92502  0.010
H -0.39899 -1.40081 -1.80951  0.013

Results
Total charge: +1
F_max: 1.25 eV/A
Spin multiplicity: 2
LUMO level (alpha / beta): -4.9450 / -8.6301 eV
Electronic energy: -916.33013 Ha
HOMO level (alpha / beta): -15.07 / -15.05 eV